Formula: HNOS2
Source: the Open Molecules 2025 dataset
Level of theory: ωB97M-V/def2-TZVPD

Results
Energy above the lowest of the compared OMol25 structures with the same formula, charge and spin in kcal/mol: 67.1
M in g/mol: 95.1
Orbital gap (alpha / beta) in eV: 7.0 / 5.0
Multiplicity: 1
Strongest force on any atom in Eh/bohr: 0.051
E_HOMO (alpha / beta) in Eh: -0.312 / -0.275
Energy in Ha: -926.7806

Positions of all 5 atoms, in Å:
N: 0.338307 0.564366 -0.499994
O: 0.760629 -0.471799 2.586150
S: -0.671375 -0.299431 -1.294547
S: -0.309368 0.126882 1.757044
H: -0.118193 0.079982 -2.548653

Forces on the atoms, in the same order (eV/Å):
-0.4 -0.9 2.5
-0.3 0.5 -0.6
1.4 0.9 -1.2
0.5 0.0 -1.2
-1.2 -0.6 0.5